*A*
Molecular formula: C3H13N4
Method: DFT, ωB97M-V/def2-TZVPD

Structure (XYZ):
```
20
C3H13N4 ωB97M-V/def2-TZVPD
N -2.315 -2.284 -0.081
N 0.287 -0.172 -1.802
N 1.543 2.931 0.861
N 1.032 0.804 1.719
C -0.999 -0.483 -1.130
C -1.030 -1.975 -0.636
C 1.864 1.706 1.209
H -1.181 0.191 -0.221
H 2.912 1.363 1.020
H -0.143 -2.124 0.038
H -2.354 -3.214 0.294
H -0.809 -2.629 -1.563
H 0.020 0.845 1.567
H 0.320 0.831 -2.057
H -1.848 -0.371 -1.857
H 1.101 -0.340 -1.168
H -2.570 -1.648 0.671
H 0.545 3.189 0.768
H 1.351 -0.161 1.758
H 2.272 3.542 0.612
```

Output
2S+1   1
Charge   +1
Gap between HOMO and LUMO   7.79 eV

*B*
Molecular formula: C3H13N4
Method: DFT, ωB97M-V/def2-TZVPD

Structure (XYZ):
```
20
C3H13N4 ωB97M-V/def2-TZVPD
N -1.877 1.697 -1.756
N -0.397 1.253 -0.013
N 0.995 -0.803 0.942
N 0.185 0.679 -2.205
C 0.205 -1.928 0.403
C 0.815 -0.616 2.411
C -0.668 1.207 -1.275
H 0.576 0.102 0.491
H 0.443 -2.116 -0.644
H -0.238 -0.415 2.601
H -2.142 2.592 -1.389
H 1.166 0.739 -1.997
H -0.855 -1.711 0.491
H -1.991 1.663 -2.763
H -1.142 1.717 0.487
H 0.444 -2.873 0.890
H 1.430 0.231 2.698
H 1.048 -1.520 2.968
H 0.024 1.082 -3.119
H 1.979 -0.981 0.777
```

Output
2S+1   1
Charge   +1
Gap between HOMO and LUMO   10.93 eV

Stability ranking, top and bottom: *B* is the most stable and *A* is the least stable.

*A*
Molecular formula: C3H14NO2
Method: DFT, ωB97M-V/def2-TZVPD

Structure (XYZ):
```
20
C3H14NO2 ωB97M-V/def2-TZVPD
O -1.971 0.857 2.312
O -0.733 3.133 0.254
N -1.095 0.025 -0.228
C 2.218 -2.100 -0.773
C 0.381 -0.194 -0.425
C 0.692 -1.581 -1.107
H 0.990 0.635 -0.849
H 0.714 -0.245 0.679
H 2.465 -2.125 0.235
H -2.282 0.864 3.269
H -1.326 3.594 -0.189
H 0.290 -1.611 -2.099
H 2.866 -1.200 -1.173
H -1.582 -0.717 0.427
H -1.637 -0.259 -1.106
H -1.293 0.978 0.063
H 0.014 -2.244 -0.474
H 2.499 -3.004 -1.218
H -1.340 1.697 2.366
H 0.130 3.496 0.037
```

Output
2S+1   1
Charge   +1
Gap between HOMO and LUMO   12.08 eV

*B*
Molecular formula: C3H14NO2
Method: DFT, ωB97M-V/def2-TZVPD

Structure (XYZ):
```
20
C3H14NO2 ωB97M-V/def2-TZVPD
O -2.563 -1.608 0.549
O -1.996 0.568 -0.865
N 0.733 1.699 -0.243
C 0.786 -0.169 1.243
C 1.503 -0.487 -1.189
C 1.526 0.424 0.047
H -2.758 -1.469 1.478
H 1.357 -1.101 1.488
H -2.285 -2.528 0.454
H 0.432 -0.594 -1.469
H -0.255 1.469 -0.101
H -2.728 0.988 -0.400
H 2.156 -0.211 -2.008
H 0.791 0.365 2.202
H -0.242 -0.445 0.990
H 1.611 -1.551 -0.847
H 2.592 0.498 0.302
H -2.274 -0.370 -0.889
H 0.658 2.082 -1.192
H 0.958 2.439 0.449
```

Output
2S+1   1
Charge   +1
Gap between HOMO and LUMO   12.02 eV

*C*
Molecular formula: C3H14NO2
Method: DFT, ωB97M-V/def2-TZVPD

Structure (XYZ):
```
20
C3H14NO2 ωB97M-V/def2-TZVPD
O 1.099 2.856 0.493
O -1.545 -1.703 1.673
N 0.070 -0.086 0.028
C 1.292 -0.234 0.854
C -1.004 -0.565 -2.188
C 0.286 -0.560 -1.363
H -2.199 -2.405 1.571
H -0.246 0.866 0.168
H 1.489 3.538 -0.065
H 1.686 -1.244 0.937
H 0.985 0.008 1.874
H -0.638 -0.708 0.465
H 0.539 3.338 1.109
H 2.050 0.482 0.562
H -1.319 0.449 -2.411
H 0.571 -1.605 -1.229
H -1.782 -1.136 -1.684
H 1.083 -0.071 -1.908
H -1.830 -1.223 2.466
H -0.793 -1.114 -3.107
```

Output
2S+1   1
Charge   +1
Gap between HOMO and LUMO   12.67 eV

Stability ranking, top and bottom: *C* is the most stable and *A* is the least stable.

*A*
Molecular formula: C5H11N3O3
Method: DFT, ωB97M-V/def2-TZVPD

Structure (XYZ):
```
22
C5H11N3O3 ωB97M-V/def2-TZVPD
O -2.186 1.802 -0.986
O 3.613 1.128 0.744
O 3.448 -0.630 -0.487
N 2.820 0.218 0.055
N 1.680 0.654 -0.049
N 0.650 0.217 -0.641
C -1.586 1.880 0.368
C -1.775 -0.774 0.295
C -1.260 0.546 0.885
C -0.611 -1.782 0.090
C 0.421 -1.201 -0.879
H -1.803 0.924 -1.220
H -2.307 -0.758 -0.685
H -0.093 -1.842 1.055
H -0.756 2.472 0.287
H -2.185 2.450 1.105
H 4.530 1.103 0.637
H -0.545 0.521 1.683
H -0.001 -1.176 -1.958
H 1.428 -1.662 -0.935
H -0.933 -2.759 -0.327
H -2.551 -1.332 0.963
```

Output
2S+1   1
Gap between HOMO and LUMO (spin up / spin down)   6.51 / 8.74 eV

*B*
Molecular formula: C5H11N3O3
Method: DFT, ωB97M-V/def2-TZVPD

Structure (XYZ):
```
22
C5H11N3O3 ωB97M-V/def2-TZVPD
O 0.178 1.785 -0.835
O -3.483 0.433 -0.591
O -2.606 -0.986 1.017
N -1.670 -0.254 0.327
N -0.399 -0.666 0.447
N -2.223 0.557 -0.567
C 0.655 0.246 1.020
C 0.430 1.745 0.633
C 0.129 -1.318 -0.813
C 1.919 -0.327 0.435
C 1.582 -0.916 -0.908
H -0.438 2.162 1.121
H -0.127 -2.389 -1.024
H 2.181 -1.795 -1.159
H 0.716 0.207 2.122
H 2.657 0.493 0.414
H 1.528 -0.227 -1.707
H 2.326 -1.113 1.205
H -3.450 -0.731 0.592
H 1.364 2.361 0.887
H -0.737 1.596 -0.967
H -0.531 -0.861 -1.648
```

Output
2S+1   1
Gap between HOMO and LUMO   9.91 eV

*C*
Molecular formula: C5H11N3O3
Method: DFT, ωB97M-V/def2-TZVPD

Structure (XYZ):
```
22
C5H11N3O3 ωB97M-V/def2-TZVPD
O 2.663 -1.403 0.135
O 0.030 0.540 -1.027
O -2.754 -1.285 -0.081
N 1.117 0.170 -0.255
N 1.382 -1.078 -0.319
N -1.360 -1.192 -0.059
C -3.306 -0.325 0.789
C 3.363 -0.344 0.747
C -0.068 1.948 -1.065
C 0.667 -2.097 -0.781
C -0.745 -2.083 -0.751
H -1.264 -2.872 -1.295
H -4.386 -0.415 0.681
H 1.217 -2.993 -1.009
H -2.984 0.683 0.512
H -3.015 -0.515 1.827
H 3.532 0.483 0.053
H 0.447 2.390 -0.211
H 0.374 2.323 -1.995
H 2.824 0.027 1.622
H -1.128 2.202 -1.034
H 4.312 -0.784 1.046
```

Output
2S+1   1
Gap between HOMO and LUMO (spin up / spin down)   8.11 / 8.11 eV

Stability ranking, top and bottom: *B* is the most stable and *A* is the least stable.

*A*
Molecular formula: C3H3N2S2
Method: DFT, ωB97M-V/def2-TZVPD

Structure (XYZ):
```
10
C3H3N2S2 ωB97M-V/def2-TZVPD
S 2.721 0.665 0.062
S -3.041 0.670 0.052
N -1.467 0.444 -0.136
N 1.117 0.092 -0.265
C -0.950 -0.736 -0.041
C 0.428 -0.976 -0.242
C 1.066 1.449 -0.079
H 0.724 1.956 0.844
H -1.599 -1.630 0.164
H 1.001 -1.936 -0.358
```

Output
2S+1   1
Charge   -1
Gap between HOMO and LUMO (spin up / spin down)   5.98 / 5.98 eV

*B*
Molecular formula: C3H3N2S2
Method: DFT, ωB97M-V/def2-TZVPD

Structure (XYZ):
```
10
C3H3N2S2 ωB97M-V/def2-TZVPD
S 1.436 0.543 3.315
S -1.925 -0.962 -1.714
N -1.073 -0.278 -0.457
N 0.438 0.300 2.045
C 0.222 -0.296 -0.292
C 0.923 0.033 0.859
C -2.249 -0.797 -0.003
H -2.991 0.144 -0.015
H 0.715 -0.117 -1.230
H 2.051 0.173 0.547
```

Output
2S+1   1
Charge   -1
Gap between HOMO and LUMO   6.29 eV

Stability ranking, top and bottom: *A* is the most stable and *B* is the least stable.

*A*
Molecular formula: C20H55N5O5
Method: DFT, ωB97M-V/def2-TZVPD

Structure (XYZ):
```
85
C20H55N5O5 ωB97M-V/def2-TZVPD
O -3.857 -2.116 2.422
O 1.196 -3.690 -1.549
O 3.602 3.405 1.214
O -0.447 -0.765 1.799
O 0.615 2.225 -1.599
N -0.667 -0.470 -2.341
N -1.397 -3.976 -2.556
N 1.449 0.026 -1.447
N 5.207 0.910 -1.050
N -4.521 1.311 4.051
C 4.954 1.566 0.160
C 1.292 1.388 0.414
C 2.505 4.312 1.169
C -1.790 -1.131 2.268
C 4.000 2.798 -0.072
C 6.356 1.873 0.804
C -3.735 0.216 3.505
C -0.316 -0.535 0.375
C -2.361 -2.175 -1.373
C -0.987 0.500 -4.530
C 0.565 3.511 -1.033
C -4.578 -3.015 1.636
C -0.243 0.608 -3.200
C 2.414 -3.487 -0.831
C -1.037 -2.711 -1.893
C -3.110 -0.354 4.698
C 1.062 -0.043 -0.096
C -0.408 2.041 -2.531
C 0.019 -3.168 -0.872
C -4.567 -0.893 2.737
H -0.686 -0.330 -5.169
H -2.052 -2.045 1.736
H -5.479 -1.153 3.276
H 6.900 2.710 0.366
H 0.398 -2.459 -0.136
H 6.284 2.026 1.881
H 1.270 1.502 1.498
H -1.720 -1.244 3.350
H -0.184 2.770 -3.309
H -1.456 2.124 -2.245
H 3.178 -2.989 -1.428
H 2.802 -4.498 -0.713
H 0.421 1.961 0.097
H 7.005 1.014 0.637
H -4.755 -2.561 0.661
H -5.350 0.907 4.461
H -1.126 0.063 -0.044
H -4.018 1.814 4.768
H 1.551 3.911 0.828
H -2.433 0.339 5.198
H 0.756 4.149 -1.895
H -1.028 1.455 -5.053
H -4.911 -0.268 1.914
H 4.445 0.707 0.598
H 5.964 1.326 -1.574
H -0.677 -2.099 -2.720
H -2.549 -1.195 4.291
H 3.054 2.512 -0.532
H -3.113 -1.955 -2.131
H 0.817 0.516 -3.440
H 2.389 0.388 -1.509
H -2.138 -1.280 -0.793
H 2.103 2.030 0.070
H -2.065 0.432 -4.384
H -5.410 -3.346 2.258
H 5.588 0.004 -0.815
H -2.801 -2.834 -0.624
H -2.561 -0.462 1.885
H -2.983 0.652 2.849
H 2.684 5.188 0.545
H 2.369 -3.090 0.183
H 0.949 0.800 -1.859
H -0.591 -1.511 -0.025
H 0.097 -0.758 -1.746
H -0.545 -4.315 -2.980
H -0.413 -3.960 -0.259
H 1.360 3.577 -0.290
H -0.398 3.744 -0.578
H 2.403 4.682 2.189
H 1.767 -0.727 0.378
H -3.841 -0.729 5.415
H 4.525 3.521 -0.696
H -0.774 -1.278 -2.938
H -2.064 -3.875 -3.308
H -4.173 -4.026 1.582
```

Output
2S+1   1
Gap between HOMO and LUMO   8.73 eV

*B*
Molecular formula: C20H55N5O5
Method: DFT, ωB97M-V/def2-TZVPD

Structure (XYZ):
```
85
C20H55N5O5 ωB97M-V/def2-TZVPD
O 2.685 2.530 1.509
O -7.177 2.304 1.500
O 3.856 -2.723 1.017
O -1.973 -0.101 2.887
O 1.046 -0.540 -5.516
N -0.909 -2.278 -4.250
N -9.176 1.737 -1.523
N 1.120 -1.024 1.284
N 5.345 -2.899 -2.373
N 4.529 1.196 3.140
C 4.242 -3.124 2.330
C 2.370 -0.280 -5.897
C -0.776 0.093 2.156
C 4.914 0.761 0.819
C -9.838 1.142 0.747
C 4.953 1.847 1.909
C -0.773 -0.809 -2.247
C 4.689 -2.350 -1.197
C -9.011 2.095 -0.083
C -5.801 2.130 1.752
C 4.009 2.994 1.554
C 0.288 -1.857 3.409
C 1.763 3.415 0.933
C 4.509 -3.358 -0.059
C 0.897 -0.591 -4.101
C 3.310 -1.874 -1.705
C -0.122 -1.294 2.050
C -7.506 1.929 0.168
C -0.525 -0.938 -3.743
C -2.668 1.094 3.177
H -0.959 0.596 1.197
H -8.535 2.293 -2.084
H -0.253 -2.949 -3.828
H -0.505 -2.299 -5.195
H -0.513 0.209 -1.952
H 0.750 3.028 1.047
H 5.507 -3.726 0.212
H 3.875 0.469 0.663
H -0.210 -1.549 -1.678
H -10.081 2.148 -1.761
H -5.137 2.647 1.061
H -0.745 -1.941 1.436
H -3.512 0.818 3.806
H 1.110 -1.258 3.797
H 3.084 -0.904 -5.347
H -7.128 0.908 0.030
H 6.362 -2.893 -2.309
H 4.206 3.531 0.613
H -9.692 1.165 1.823
H -0.148 0.800 2.723
H 3.446 -1.134 -2.491
H -5.591 2.260 2.812
H 5.323 1.094 -0.134
H 2.627 0.770 -5.732
H -10.891 1.364 0.531
H 3.469 -2.853 3.036
H 5.220 -2.364 -3.225
H -0.497 -1.698 4.160
H 2.068 3.611 -0.097
H 4.539 -4.178 2.310
H -3.025 1.475 2.213
H -1.198 -0.281 -4.305
H 3.906 -4.218 -0.368
H -9.697 0.132 0.358
H -5.617 1.047 1.658
H 1.665 4.353 1.500
H 2.743 -1.530 -0.842
H 5.211 -2.643 2.521
H -9.299 3.145 0.022
H -2.076 1.853 3.699
H 1.877 -1.680 1.393
H 4.033 1.794 3.788
H 5.975 2.220 1.973
H 3.902 0.424 2.952
H 1.223 0.387 -3.712
H 1.471 -0.079 1.305
H 4.226 3.819 2.254
H 1.642 -1.299 -3.720
H 5.465 -0.094 1.211
H 5.251 -1.521 -0.756
H -1.822 -0.950 -1.978
H 2.505 -0.524 -6.949
H 2.714 -2.692 -2.116
H 0.420 -2.934 3.332
H -6.952 2.602 -0.506
```

Output
2S+1   1
Gap between HOMO and LUMO   9.24 eV

*C*
Molecular formula: C20H55N5O5
Method: DFT, ωB97M-V/def2-TZVPD

Structure (XYZ):
```
85
C20H55N5O5 ωB97M-V/def2-TZVPD
O 0.792 1.778 4.863
O 3.976 -4.497 0.023
O 1.002 0.213 -6.558
O 1.571 -0.264 1.178
O -7.015 1.240 0.991
N -1.776 1.058 -4.201
N 1.550 3.019 -0.429
N -4.344 3.003 2.966
N -0.241 -0.597 6.386
N 6.473 -4.496 -2.689
C -0.440 1.206 4.625
C -0.375 0.905 -4.627
C -0.372 -0.287 4.942
C -0.232 0.002 -5.786
C -8.050 2.099 0.874
C 1.202 1.928 0.461
C 4.296 -4.772 -1.303
C 5.692 -4.028 -1.543
C -5.073 2.655 1.750
C 0.738 3.102 4.530
C -4.017 2.340 0.639
C 1.107 -0.618 -7.700
C -6.050 1.494 2.075
C 0.564 0.628 -3.460
C -1.374 -1.168 4.258
C 2.627 -4.919 0.378
C 5.394 -2.482 -1.710
C 1.932 -1.500 0.808
C -0.256 1.631 -0.013
C 2.114 0.711 0.281
H 3.570 -4.423 -2.037
H 1.777 3.408 4.405
H 4.853 -2.352 -2.647
H -8.408 2.273 1.889
H -5.365 0.650 2.152
H -1.018 0.324 -6.469
H -3.784 2.219 3.269
H -5.747 3.492 1.564
H 1.870 -0.302 -8.411
H -3.699 3.771 2.841
H 1.284 2.298 1.483
H 0.548 1.583 -2.936
H 2.991 -1.677 0.623
H -3.430 1.454 0.884
H 6.288 -1.866 -1.812
H -4.500 2.323 -0.338
H -1.171 1.734 5.238
H 2.350 3.551 -0.118
H 7.170 -3.812 -2.947
H 0.595 -0.575 4.531
H -0.379 1.051 -0.928
H 1.942 0.464 -0.767
H -8.722 1.501 0.260
H -0.115 1.890 -5.014
H -2.039 0.194 -3.749
H -7.901 3.110 0.494
H -0.793 1.096 0.770
H -0.403 -1.046 -5.540
H -6.628 1.497 2.999
H 1.577 0.544 -3.855
H 4.767 -2.070 -0.919
H -1.215 -2.227 4.461
H 5.881 -4.540 -3.506
H 1.230 -1.647 -7.361
H 0.424 3.227 3.494
H 0.142 -0.596 -8.205
H 2.571 -4.593 1.416
H 1.895 -4.278 -0.114
H 0.389 -1.336 6.664
H -3.279 3.141 0.674
H -1.517 -1.055 3.183
H -0.589 1.200 3.546
H 1.293 -1.681 -0.057
H 3.120 0.991 0.593
H 1.599 -2.232 1.543
H 0.788 3.642 -0.203
H 0.269 3.865 5.152
H -2.278 1.127 -5.075
H -2.363 -1.129 4.716
H -0.846 2.529 -0.195
H 0.167 0.162 6.914
H 2.411 -5.969 0.183
H 6.344 -4.327 -0.722
H 0.335 -0.098 -2.680
H 4.336 -5.861 -1.345
```

Output
2S+1   1
Gap between HOMO and LUMO   9.61 eV

Stability ranking, top and bottom: *B* is the most stable and *A* is the least stable.

*A*
Molecular formula: C2H7O2
Method: DFT, ωB97M-V/def2-TZVPD

Structure (XYZ):
```
11
C2H7O2 ωB97M-V/def2-TZVPD
O 0.612 -0.644 0.665
O 0.153 -1.169 -1.756
C 0.363 0.751 0.802
C -1.116 1.091 0.594
H -1.373 2.221 0.728
H 0.895 1.164 0.031
H -1.443 0.903 -0.483
H 0.979 -1.215 -2.271
H 0.721 1.170 1.777
H -1.744 0.406 1.269
H 0.362 -1.194 -0.702
```

Output
2S+1   1
Charge   -1
Gap between HOMO and LUMO   7.56 eV

*B*
Molecular formula: C2H7O2
Method: DFT, ωB97M-V/def2-TZVPD

Structure (XYZ):
```
11
C2H7O2 ωB97M-V/def2-TZVPD
O 0.425 -1.003 -0.346
O 2.698 0.090 0.169
C -0.447 0.001 -0.606
C -1.508 0.210 0.489
H 1.771 -0.321 0.034
H 3.315 -0.645 0.173
H 0.062 0.983 -0.741
H -0.996 -0.182 -1.563
H -1.765 1.277 0.608
H -2.438 -0.338 0.316
H -1.116 -0.071 1.468
```

Output
2S+1   1
Charge   -1
Gap between HOMO and LUMO   7.65 eV

Stability ranking, top and bottom: *B* is the most stable and *A* is the least stable.

*A*
Molecular formula: H2NO5PS
Method: DFT, ωB97M-V/def2-TZVPD

Structure (XYZ):
```
10
H2NO5PS ωB97M-V/def2-TZVPD
S 2.109 -0.633 -0.011
P 1.200 1.272 -0.036
O 3.545 -0.369 0.107
O 1.501 -1.248 1.165
O 1.488 2.112 1.169
O 1.533 1.959 -1.313
O 1.719 -1.382 -1.216
N -0.447 0.542 0.088
H -0.785 0.407 1.096
H 0.077 -0.403 -0.025
```

Output
2S+1   1
Charge   -2
Gap between HOMO and LUMO   7.43 eV

*B*
Molecular formula: H2NO5PS
Method: DFT, ωB97M-V/def2-TZVPD

Structure (XYZ):
```
10
H2NO5PS ωB97M-V/def2-TZVPD
S 0.159 0.288 1.502
P 0.572 -1.141 -0.319
O -1.207 0.801 1.483
O 2.003 -1.321 -0.644
O -0.200 -2.403 -0.283
O 0.402 -0.848 2.336
O 1.176 1.333 1.588
N -0.838 0.810 -2.210
H -1.800 0.815 -1.619
H -0.267 1.665 -1.833
```

Output
2S+1   1
Charge   -2
Gap between HOMO and LUMO (spin up / spin down)   5.83 / 5.83 eV

Stability ranking, top and bottom: *A* is the most stable and *B* is the least stable.